Molecular formula: C35H55N4OP2Pb
Method: DFT, ωB97M-V with the def2-TZVPD basis set

For the HOMO energy (alpha / beta), the calculation gives -0.6192 / -0.6456 Eh. The net charge is +3. The value obtained for the LUMO energy (alpha / beta) is -11.19 / -11.64 eV. The calculation puts the total energy at -2535.4706 a.u. The value obtained for the gap between HOMO and LUMO (alpha / beta) is 5.66 / 5.92 eV.

The geometry in XYZ format:
```
98
C35H55N4OP2Pb, DFT ωB97M-V with the def2-TZVPD basis set
C -2.65949 0.60464 1.16524
C -2.33495 -0.47040 -0.87609
C -4.04791 0.53470 1.02583
C -3.71195 -0.48305 -1.12477
C -4.58280 0.00626 -0.14599
H -4.66880 0.93399 1.83063
H -4.08396 -0.87724 -2.07345
H -5.66269 -0.01705 -0.30602
N -1.84022 0.02069 0.27910
P -0.35233 2.07530 1.96444
P -0.00333 -2.14070 -1.17059
C -2.01675 1.37509 2.32390
H -2.68286 2.20441 2.60480
H -1.92408 0.71759 3.20267
C -1.32886 -0.96102 -1.89652
H -1.83604 -1.53675 -2.68361
C 1.26858 -2.48628 -2.52672
C -0.84843 -3.71629 -0.57121
C -0.62212 3.61276 0.91158
C 0.58532 2.39339 3.56968
C 2.42065 -1.46089 -2.36733
H 2.82602 -1.44826 -1.33997
H 3.23945 -1.74238 -3.05055
H 2.10003 -0.44054 -2.61739
C 1.87580 -3.89143 -2.38446
H 2.37691 -4.02685 -1.41581
H 1.14195 -4.69319 -2.53299
H 2.64033 -4.00847 -3.16797
C 0.61659 -2.33687 -3.90585
H 1.35950 -2.61720 -4.66960
H -0.25115 -2.99929 -4.03367
H 0.31112 -1.29911 -4.10112
C 0.19532 -4.54784 0.21814
H 0.92090 -3.90418 0.73665
H -0.32201 -5.15577 0.97429
H 0.74157 -5.24177 -0.43162
C -1.98125 -3.33680 0.40467
H -1.61821 -2.66142 1.19327
H -2.82477 -2.86582 -0.11839
H -2.34790 -4.25842 0.89087
C -1.43772 -4.50968 -1.75442
H -1.61604 -3.88760 -2.64383
H -0.79192 -5.35421 -2.03516
H -2.40941 -4.94159 -1.46046
C 1.92717 3.07140 3.23178
H 2.46841 3.25663 4.17198
H 2.57206 2.43941 2.59956
H 1.79329 4.04229 2.73725
C 0.88743 1.04503 4.25118
H -0.02554 0.50458 4.52808
H 1.51633 0.39104 3.63361
H 1.44534 1.24886 5.17798
C -0.25128 3.25370 4.53267
H -1.30093 2.92914 4.56622
H 0.17084 3.14300 5.54334
H -0.22389 4.32358 4.29199
C -1.82836 3.41311 -0.02291
H -2.77402 3.30399 0.52559
H -1.92049 4.30308 -0.66615
H -1.69109 2.54033 -0.67732
C 0.64511 3.79326 0.03379
H 0.60564 3.13473 -0.85365
H 0.69466 4.84390 -0.29705
H 1.57530 3.56868 0.58115
C -0.89195 4.84394 1.78975
H -1.73291 4.67253 2.47924
H -0.00970 5.16413 2.35968
H -1.16877 5.67362 1.11978
Pb 0.76539 0.13319 0.30718
C 0.19409 -1.83911 2.47623
O 0.24748 -2.43132 3.45136
N 0.29954 0.94902 -1.83071
C -0.59790 0.38672 -2.47639
C -1.14818 0.99850 -3.84884
C -2.06054 0.04391 -4.60188
C -1.95326 2.25424 -3.50766
C 0.05959 1.38533 -4.72803
H -1.56341 -0.89359 -4.86879
H -2.96677 -0.18384 -4.03113
H -2.37113 0.51878 -5.54065
H -1.34941 2.96536 -2.92882
H -2.26864 2.75595 -4.43408
H -2.84798 2.00636 -2.91958
H -0.11821 1.08083 -5.76861
H 0.22586 2.46926 -4.69058
H 0.98972 0.91560 -4.38589
N 5.40482 -1.26354 5.95489
C 4.95319 -1.18088 4.87640
C 4.42619 -1.07657 3.54373
C 4.65371 0.07129 2.78202
C 4.14783 0.10707 1.48106
N 3.44876 -0.91096 0.94494
C 3.33613 -2.05948 1.63107
C 3.78268 -2.16186 2.94450
H 5.19192 0.93039 3.18031
H 4.31264 0.98236 0.84098
H 2.86690 -2.92033 1.13664
H 3.64426 -3.09712 3.48257
```